Run a
This record from the Open Molecules 2025 dataset describes a single C4H10O2 molecule. The level of theory is ωB97M-V/def2-TZVPD.

The value obtained for the HOMO energy is -10.037 eV. Its frontier orbital gap is 11.0 eV.

Positions of all 16 atoms, in Å:
C -1.796 0.271 0.792
H 2.336 1.649 -1.207
H 0.774 -1.545 -0.758
C -1.048 -0.895 0.122
H -2.786 -0.059 1.129
H -1.615 -1.273 -0.745
O -2.039 1.376 -0.054
C 0.437 -0.709 -0.119
H -1.229 0.570 1.686
H 0.965 -0.848 0.852
C 2.138 0.650 -0.829
H 2.544 -0.092 -1.534
O 0.749 0.526 -0.694
H -0.855 -1.693 0.829
H 2.629 0.510 0.145
H -1.204 1.566 -0.500



Run b
This record from the Open Molecules 2025 dataset describes 3 unconnected molecules or ions with the total composition C4H10O2. The level of theory is ωB97M-V/def2-TZVPD.

The value obtained for the HOMO energy is -7.565 eV. Its frontier orbital gap is 4.6 eV.

Positions of all 16 atoms, in Å:
H -0.692 0.444 -0.658
H 0.032 0.747 0.900
C 1.509 -1.316 -0.819
H 1.818 2.084 -1.003
H 1.993 -2.247 -1.072
C 1.984 -0.075 -1.088
C 0.019 1.099 -0.147
H -0.419 2.094 -0.173
H 0.740 -1.376 -0.052
H 2.961 0.036 -1.536
C 1.342 1.140 -0.759
O -1.506 -1.501 0.601
H -2.448 1.121 2.274
O -2.038 0.833 1.459
H -1.774 -0.530 0.801
H -2.308 -2.010 0.607



Run c
This record from the Open Molecules 2025 dataset describes a single C4H10O2 molecule. The level of theory is ωB97M-V/def2-TZVPD.

The value obtained for the HOMO energy is -8.837 eV. Its frontier orbital gap is 9.9 eV.

Positions of all 16 atoms, in Å:
O -0.741 -0.049 0.203
H -0.600 1.962 0.824
C -1.227 1.242 0.262
O -0.285 -0.465 -2.272
H 0.809 -1.412 1.857
H 1.525 0.252 2.051
H 0.515 -2.028 -1.197
H 1.089 0.869 -0.370
H -1.288 1.544 -0.781
C 0.709 -0.970 -1.383
H -0.186 -0.046 2.289
H -1.146 -0.726 -1.911
C 0.721 -0.348 1.665
H 1.639 -0.889 -1.965
C 0.665 -0.107 -0.017
H -2.201 1.169 0.745



Run d
This record from the Open Molecules 2025 dataset describes a molecular structure, C4H10O2. The level of theory is ωB97M-V/def2-TZVPD.

The value obtained for the HOMO energy is -9.794 eV. Its frontier orbital gap is 10.6 eV.

Positions of all 16 atoms, in Å:
H 0.863 -0.376 -2.049
O -0.279 -1.834 -1.984
H -1.222 0.263 -1.206
H -1.148 -1.567 -2.309
H 1.838 1.882 0.876
O 1.013 0.283 -1.337
C 0.804 1.820 1.232
C -0.074 -0.012 -0.526
H 0.824 2.047 2.311
H 0.814 -0.303 1.492
H -1.247 -1.710 -0.134
C -0.281 -1.509 -0.597
H -0.790 0.375 1.460
H 0.508 -2.104 -0.124
C 0.180 0.441 0.962
H 0.222 2.602 0.743



Stability, highest: run a



Run a
This record from the Open Molecules 2025 dataset describes a single C4H10O2 molecule. The level of theory is ωB97M-V/def2-TZVPD.

The value obtained for the HOMO energy is -7.097 eV. Its frontier orbital gap is 7.9 eV.

Positions of all 16 atoms, in Å:
H -2.035 -0.189 -0.581
H -1.538 0.575 1.654
C 1.930 -0.813 0.348
O 0.498 -0.926 0.393
C -0.659 1.141 1.291
O -0.523 -0.640 -1.927
H 0.093 1.147 2.089
C -0.058 0.698 -0.018
H -1.216 -0.998 -2.495
H 0.221 -1.367 -0.443
H 2.371 -1.795 0.547
H -0.968 2.188 1.162
H -1.433 1.209 -1.518
C -1.122 0.289 -1.002
H 2.229 -0.414 -0.622
H 2.210 -0.103 1.123



Run b
This record from the Open Molecules 2025 dataset describes a single C4H10O2 molecule. The level of theory is ωB97M-V/def2-TZVPD.

The value obtained for the HOMO energy is -9.370 eV. Its frontier orbital gap is 10.0 eV.

Positions of all 16 atoms, in Å:
H -0.954 2.011 -0.057
H 0.187 -1.190 -1.846
H 0.755 2.211 -0.459
H -1.745 -0.403 0.374
C 0.073 1.660 0.182
H 0.269 1.932 1.227
C -0.729 -0.510 0.783
O 1.490 -0.451 0.393
C 0.322 0.135 -0.098
C 0.159 -0.120 -1.612
H 0.978 -1.463 0.693
H 0.989 0.352 -2.154
H -0.781 0.297 -1.996
O -0.237 -2.019 0.933
H -0.142 -2.354 1.851
H -0.634 -0.087 1.785



Run c
This record from the Open Molecules 2025 dataset describes a single C4H10O2 molecule. The level of theory is ωB97M-V/def2-TZVPD.

The value obtained for the HOMO energy is -9.387 eV. Its frontier orbital gap is 10.3 eV.

Positions of all 16 atoms, in Å:
H -1.805 -0.419 -1.321
H 0.848 -0.592 -1.302
H -0.378 0.306 1.367
H -0.218 1.565 -1.133
H 2.281 1.132 -0.121
C -1.699 -0.599 -0.240
C -0.342 0.245 0.277
H 3.027 -0.481 0.052
H -1.657 -1.677 -0.079
O -0.412 1.558 -0.187
O -2.825 -0.121 0.446
H -2.737 0.841 0.507
H 2.181 0.249 1.416
H 0.753 -1.581 0.199
C 2.186 0.148 0.333
C 0.795 -0.575 -0.212



Stability, highest: run c



Run a
This record from the Open Molecules 2025 dataset describes a molecular structure, C4H10N2O2. The level of theory is ωB97M-V/def2-TZVPD.

The value obtained for the HOMO energy is -7.962 eV. Its frontier orbital gap is 8.8 eV.

Positions of all 18 atoms, in Å:
N 1.759 -0.014 1.239
O 0.037 1.526 0.908
H 1.820 0.301 2.199
H 1.155 -0.802 -1.504
C 0.860 0.214 -1.232
C -0.801 -1.164 0.966
H -0.583 1.754 -1.588
H 0.001 0.959 -3.063
C 0.589 0.468 0.640
N -1.944 -0.583 1.351
H 1.883 -1.017 1.161
H -2.667 -1.119 1.812
O -0.445 -2.313 1.096
H -1.157 0.135 -2.020
H -1.974 0.428 1.367
H 1.746 0.844 -1.217
H 0.005 -0.412 -0.093
C -0.286 0.796 -2.021



Run b
This record from the Open Molecules 2025 dataset describes a single C4H10N2O2 molecule. The level of theory is ωB97M-V/def2-TZVPD.

The value obtained for the HOMO energy is -9.417 eV. Its frontier orbital gap is 10.0 eV.

Positions of all 18 atoms, in Å:
H 1.717 -0.146 1.797
N 0.061 0.201 0.153
C -1.271 -0.303 -0.125
H 1.217 2.009 0.341
H 0.808 -2.002 1.138
C 2.412 0.099 -0.032
H -1.728 0.157 0.780
O 2.367 0.354 1.303
H -0.724 2.059 0.643
H 1.126 -0.668 -1.490
C 0.191 1.643 0.033
N 1.104 -2.001 0.094
O 3.353 0.385 -0.769
H -1.280 -1.386 -0.101
H -1.836 0.135 -1.132
C 1.089 -0.520 -0.473
H 0.287 -2.388 -0.340
H 0.017 2.093 -0.950



Stability, highest: run b